Here is C26H19NaO3 as an isolated structure in a non-equilibrium geometry from the OMol25 dataset. Energies are from ωB97M-V with the def2-TZVPD basis set.

Each line ends with the Löwdin charge.
Atoms and positions in Å:
C1 5.360035 -2.748460 1.144781  -0.06
O1 4.895199 -1.490219 1.703798  -0.10
C2 3.631374 -1.057981 1.433668  -0.26
C3 2.716155 -1.770446 0.626248  0.00
C4 1.441464 -1.263444 0.418322  -0.04
C5 1.027500 -0.022682 0.946162  -0.23
C6 -0.289913 0.530414 0.581395  -0.05
C7 -1.458689 -0.089477 1.011223  -0.11
C8 -2.778874 0.537245 0.960123  -0.32
O2 -2.986972 1.774016 0.792576  -0.08
C9 -3.793934 -0.474650 1.264280  -0.10
C10 -3.139061 -1.672750 1.594800  -0.09
C11 -3.849957 -2.844169 1.838618  0.00
C12 -5.242339 -2.806043 1.739301  -0.07
C13 -5.912810 -1.588164 1.478756  -0.07
C14 -5.191323 -0.412690 1.249909  -0.01
C15 -1.658202 -1.477159 1.539636  -0.28
O3 -0.818637 -2.317023 1.862170  0.08
C16 1.944215 0.666766 1.778975  -0.04
C17 3.205774 0.156212 2.036641  -0.01
H1 6.388805 -2.839868 1.506857  0.09
H2 4.758084 -3.601441 1.509724  0.10
H3 5.360816 -2.736564 0.040540  0.10
H4 2.988809 -2.733772 0.196280  0.11
H5 0.755070 -1.831978 -0.209188  0.12
H6 -0.356325 1.620643 0.450957  0.09
H7 -3.306338 -3.758259 2.071122  0.12
H8 -5.816907 -3.725947 1.849987  0.10
H9 -7.005435 -1.583395 1.439034  0.10
H10 -5.686527 0.534091 1.042049  0.12
H11 1.649080 1.622480 2.227730  0.11
H12 3.909268 0.653552 2.707901  0.12
C18 -1.266423 2.140752 -3.181557  -0.04
Na1 -1.623131 3.253166 1.680617  0.78
C19 -1.583599 1.102056 -2.275852  -0.07
C20 -0.364224 0.604677 -1.678707  -0.10
C21 0.691039 1.513071 -2.096326  -0.18
C22 0.127681 2.447436 -3.054812  -0.21
C23 0.955607 3.350105 -3.738471  -0.05
C24 2.312170 3.419709 -3.396170  -0.11
C25 2.844174 2.563016 -2.410961  -0.10
C26 2.029341 1.648930 -1.730715  -0.03
H13 -1.921708 2.681091 -3.861793  0.10
H14 -2.594767 0.743512 -2.077177  0.10
H15 -0.177347 -0.468579 -1.450860  0.12
H16 0.527480 3.947417 -4.551437  0.11
H17 2.954375 4.141080 -3.911485  0.09
H18 3.911006 2.605767 -2.184503  0.09
H19 2.438931 1.057957 -0.914166  0.09

Forces on the atoms, in the same order (eV/Å):
C -0.343 0.524 0.230
O 0.091 -0.457 -0.286
C -0.944 -0.013 -0.139
C 0.474 0.271 0.536
C -0.136 0.563 0.067
C 1.171 -0.401 -0.254
C 0.012 1.210 -0.721
C -2.286 -0.893 0.510
C 2.079 0.880 0.277
O -0.090 -0.598 0.070
C -0.918 -1.125 0.364
C -0.951 -0.189 -0.033
C 0.292 0.402 -0.095
C -0.330 0.626 -0.096
C 0.322 -0.640 0.085
C 0.517 0.060 -0.037
C 1.243 0.260 -0.482
O -1.044 0.727 -0.247
C -0.575 -0.246 -0.541
C 0.679 -0.784 -0.209
H -0.292 -0.021 -0.106
H 0.196 0.427 -0.130
H -0.088 0.106 0.428
H -0.067 0.311 0.067
H 0.182 0.148 0.229
H 0.286 -0.230 0.312
H -0.165 0.152 -0.058
H 0.101 0.283 0.075
H 0.395 0.041 -0.006
H 0.036 -0.226 -0.011
H 0.141 -0.328 -0.159
H -0.260 -0.038 -0.256
C -0.839 -1.081 1.397
Na -0.189 -0.377 -0.346
C 0.075 1.271 -1.501
C 0.475 -0.738 1.792
C 0.010 0.839 -0.768
C 1.162 -0.927 0.264
C -0.083 -0.180 0.341
C -0.181 -0.259 -0.081
C -0.306 0.346 -0.044
C 0.258 -0.023 -0.232
H -0.122 -0.229 0.347
H 0.407 -0.127 -0.209
H -0.264 1.059 -0.619
H 0.262 -0.007 0.397
H -0.148 -0.364 0.178
H -0.322 0.090 0.062
H 0.081 -0.093 -0.362

Its calculated total energy is -37826.977 eV. Its largest force on an atom is 2.51 eV/Å. For the LUMO energy, the calculation gives -1.476 eV. As for the HOMO-LUMO gap: 4.62 eV.